Formula: C19H31B2FN3O3
Source: the Open Molecules 2025 dataset
Level of theory: ωB97M-V with the def2-TZVPD basis set

ORCA input file:
```
! RIJCOSX wB97M-V def2-TZVPD def2/J DEFGRID3
* xyz -1 1
C -0.94716 -0.77947 -2.57624
B 0.20756 -0.64874 -1.44694
O 0.62628 -1.86285 -0.80313
B 0.86404 0.89421 -1.15809
C -0.28364 1.92835 -0.59782
O -0.37674 2.00593 0.88701
C -1.59303 1.74891 1.34717
C -1.92232 0.30408 1.66759
O -2.41420 2.61115 1.55113
C 2.26858 0.91749 -0.29343
C 2.21151 0.31797 1.10999
C 2.44053 1.35752 2.23318
F 3.18992 -0.66964 1.26844
H -0.80981 -1.66855 -3.20461
H -1.95599 -0.73790 -2.15031
H -0.85559 0.07741 -3.24460
H 0.03522 -2.14709 -0.10687
H 1.13907 1.31532 -2.28147
H -1.28079 1.65105 -0.96862
H -0.12211 2.95304 -0.94212
H -2.83747 0.02501 1.15136
H -2.08073 0.21824 2.74150
H -1.11792 -0.36966 1.37828
H 3.00116 0.32503 -0.85464
H 2.66566 1.93803 -0.27847
H 1.23984 -0.13846 1.28883
H 2.63937 2.34946 1.83310
H 1.57713 1.45793 2.88988
H 3.31011 1.07387 2.82756
N -2.62934 -3.27432 -0.69456
C -3.20594 -3.17239 0.53950
C -4.45009 -3.74496 0.47294
C -4.62690 -4.21069 -0.85683
C -3.48442 -3.90506 -1.55112
H -1.71654 -2.92743 -0.94167
H -2.68484 -2.70538 1.35725
H -5.15335 -3.81964 1.28560
H -5.49275 -4.71013 -1.25867
H -3.20981 -4.07870 -2.57710
N -0.87634 3.94155 3.78497
C -0.24747 3.15184 4.70150
C 0.50679 3.95953 5.51540
C 0.32131 5.29317 5.06747
C -0.53840 5.24505 3.99810
H -1.49733 3.60878 3.05776
H -0.38412 2.08360 4.69690
H 1.12489 3.62927 6.33388
H 0.76916 6.18353 5.47748
H -0.93338 6.02638 3.37183
N 2.69164 -3.40882 -4.53947
C 3.39002 -2.73840 -5.50828
C 3.50925 -1.43353 -5.10591
C 2.86036 -1.31297 -3.84642
C 2.36792 -2.54842 -3.52303
H 2.45089 -4.38037 -4.56919
H 3.73794 -3.24355 -6.39358
H 4.00577 -0.65010 -5.65426
H 2.76171 -0.42166 -3.24693
H 1.81490 -2.88384 -2.66124
*
```

Output
electronic energy: -34890.066 eV
E_HOMO: -4.61 eV
LUMO level: 2.74 eV
gap between HOMO and LUMO: 7.34 eV


Formula: C19H31BF6N5O14S2
Source: the Open Molecules 2025 dataset
Level of theory: ωB97M-V with the def2-TZVPD basis set

ORCA input file:
```
! RIJCOSX wB97M-V def2-TZVPD def2/J DEFGRID3
* xyz 1 1
N 5.43203 -0.29412 1.14029
C 4.86249 1.04215 0.89484
C 4.29969 1.23453 -0.50435
C 3.17837 0.23833 -0.86668
C 2.09325 0.38722 0.18595
N 0.81468 -0.33201 -0.16183
C -0.18800 -0.06548 0.65393
N -0.04407 0.73420 1.73325
N -1.39491 -0.72097 0.32960
S -2.70762 0.06536 1.02351
O -2.56229 1.49200 0.96167
O -3.00288 -0.36191 2.35237
C -4.28462 -0.26035 0.05445
F -4.96794 -1.23840 0.64264
F -3.96462 -0.66935 -1.18188
C -5.22203 0.99603 0.02919
F -5.44695 1.45167 1.25473
F -4.79873 1.95522 -0.78172
F -6.38884 0.55113 -0.46995
C -1.24458 -2.15443 0.78112
B -2.45337 -3.15329 0.33034
N -2.68608 -3.62566 -0.98814
O -3.30845 -3.59848 1.29566
C 0.11332 -2.74039 0.34674
C 1.04126 -1.77030 -0.40530
S 1.04639 -1.99095 -2.24597
O 0.57390 -0.77565 -2.80485
O 2.36703 -2.34252 -2.61813
F 0.09329 -3.17465 -2.53703
H 5.40324 -0.89751 0.33433
H 5.03230 -0.74288 1.94713
H 5.64785 1.77429 1.07297
H 4.12616 1.23922 1.67408
H 3.81555 2.21351 -0.49561
H 5.07616 1.24704 -1.26167
H 3.61911 -0.75534 -0.81230
H 2.82709 0.42629 -1.87557
H 2.43441 0.00914 1.14472
H 1.87948 1.44430 0.27966
H -0.38326 1.68360 1.68283
H 0.37950 0.41593 2.58904
H -1.25851 -2.14323 1.87389
H -2.65816 -4.63450 -1.05741
H -2.13487 -3.18989 -1.71283
H -2.90387 -3.54208 2.16605
H -0.07662 -3.58890 -0.30398
H 0.62890 -3.15097 1.20939
H 2.05906 -2.00593 -0.12006
C 9.34475 3.80441 2.38811
C 8.56499 4.06164 1.11970
O 7.30776 3.42452 1.39177
C 7.16456 3.36525 2.74472
O 6.16581 3.04604 3.30167
O 8.30713 3.71549 3.36946
H 10.03739 4.60516 2.63164
H 9.88836 2.85873 2.36319
H 8.38907 5.12390 0.94427
H 9.03183 3.62915 0.23884
C -1.44376 3.28204 -1.99738
C -2.68078 4.02744 -2.40119
O -2.19336 5.34999 -2.62448
C -0.86497 5.25790 -2.91057
O -0.19426 6.14547 -3.30355
O -0.40895 3.98811 -2.67393
H -1.47064 2.24044 -2.31626
H -1.27270 3.32682 -0.91765
H -3.11050 3.65016 -3.33143
H -3.44350 4.01683 -1.62714
C -7.72045 -3.75480 -0.52372
C -6.69357 -4.24441 0.47342
O -6.69699 -5.65532 0.25742
C -7.14586 -5.88406 -1.00571
O -7.10756 -6.93183 -1.55248
O -7.63777 -4.74211 -1.55361
H -7.49483 -2.76668 -0.91833
H -8.73274 -3.75069 -0.11580
H -5.69271 -3.86062 0.26812
H -6.95904 -4.01002 1.50178
*
```

Output
electronic energy: -94965.480 eV
E_HOMO: -11.72 eV
LUMO level: -5.59 eV
gap between HOMO and LUMO: 6.13 eV


Formula: C19H31BrClF2NO6
Source: the Open Molecules 2025 dataset
Level of theory: ωB97M-V with the def2-TZVPD basis set

ORCA input file:
```
! RIJCOSX wB97M-V def2-TZVPD def2/J DEFGRID3
* xyz 0 1
C -4.40506 -1.01387 0.17404
C -3.28940 -1.19256 -0.60014
C -2.01387 -1.77085 -0.13614
Cl -1.32394 -3.00060 -1.32257
C -0.85838 -0.79674 0.22381
C -0.07882 0.00467 -0.82257
Br -0.97462 0.27257 -2.53318
C 0.18438 1.42003 -0.27660
C 0.88560 1.41526 1.09607
C 0.09202 -1.85364 0.82605
O 1.27511 -1.92615 0.81023
O -0.66139 -2.83369 1.46540
C -2.00687 -2.60153 1.19998
N -2.67136 -1.97458 2.38640
C -3.69484 -2.80352 2.93706
O -4.85065 -2.58506 2.88246
F -3.25197 -3.89740 3.56162
C -1.72067 -1.57542 3.39266
O -1.41912 -0.44394 3.55578
F -1.20453 -2.53985 4.13623
H -4.78736 -0.01917 0.37423
H -4.87276 -1.87759 0.62867
H -3.32065 -0.92082 -1.65005
H -1.24770 -0.22989 1.07311
H 0.89326 -0.41972 -1.04074
H 0.84606 1.89363 -0.99897
H -0.73951 1.99109 -0.22397
H 1.72244 2.11123 1.08748
H 1.28974 0.44742 1.38020
H 0.22039 1.76396 1.88406
H -2.56144 -3.51042 0.96663
C -2.86946 6.12559 -1.98999
C -1.67164 5.21666 -2.20866
O -1.99637 3.84127 -2.28928
C -2.87942 3.47062 -3.33361
C -2.35720 3.79650 -4.72241
H -3.40298 5.84093 -1.08208
H -2.54236 7.16130 -1.89399
H -3.57730 6.07632 -2.81829
H -0.99266 5.30649 -1.36002
H -1.10735 5.52905 -3.09450
H -3.86695 3.91855 -3.17403
H -3.01050 2.39151 -3.24825
H -2.21510 4.86809 -4.86745
H -3.06110 3.44852 -5.47914
H -1.39508 3.30975 -4.88949
C 3.98162 -3.83301 0.83217
C 5.43944 -4.08527 1.17505
O 6.34057 -3.18488 0.55504
C 6.16138 -1.81542 0.86307
C 6.29662 -1.48822 2.34068
H 3.83093 -3.87851 -0.24752
H 3.34638 -4.58210 1.30595
H 3.64411 -2.85438 1.16881
H 5.72988 -5.07625 0.82520
H 5.58496 -4.08424 2.26159
H 5.19881 -1.46008 0.47711
H 6.93453 -1.28742 0.30429
H 5.53692 -1.98839 2.94234
H 6.19200 -0.41405 2.49779
H 7.27323 -1.80179 2.71236
*
```

Output
electronic energy: -121977.038 eV
E_HOMO: -8.80 eV
LUMO level: -0.48 eV
gap between HOMO and LUMO: 8.32 eV
SMILES: C=C[C@@]1(Cl)[C@H]([C@@H](Br)CC)C(=O)O[C@H]1N(C(=O)F)C(=O)F.CCOCC.CCOCC


Formula: C19H31CoN3O10
Source: the Open Molecules 2025 dataset
Level of theory: ωB97M-V with the def2-TZVPD basis set

ORCA input file:
```
! RIJCOSX wB97M-V def2-TZVPD def2/J DEFGRID3
* xyz 0 4
Co 0.56617 -0.04556 0.54242
C 2.51303 0.26662 4.28715
C 2.05874 0.41438 3.01967
C 2.53735 1.54108 2.11059
O 1.94445 1.69699 0.96768
C 3.53396 2.36906 2.50492
C 4.21011 2.13040 3.76635
C 3.51545 1.17836 4.84501
O 3.85531 1.23250 6.00402
O 5.28394 2.63563 4.05679
O 1.13664 -0.44305 2.61854
H 2.11861 -0.51600 4.92047
H 3.96831 3.10974 1.84879
C -3.97854 3.97848 -0.29222
C -3.15443 2.69591 -0.06610
O -2.57875 2.96298 1.21015
C -1.54930 2.25954 1.63740
O -0.99203 1.35906 1.05125
O -1.14172 2.60990 2.84020
C -1.44256 3.88977 3.41181
H -4.85916 3.94271 0.34351
H -4.32062 3.99106 -1.33373
H -3.37921 4.88428 -0.25178
H -2.39200 2.58825 -0.83847
H -3.76714 1.79555 -0.10694
H -0.60361 4.50063 3.07037
H -1.44174 3.91212 4.49662
H -2.35087 4.34591 3.02455
C 3.01006 -1.89980 -0.31974
O 2.17996 -1.00517 -0.29958
N 3.37198 -2.55065 -1.43434
C 4.22511 -3.71725 -1.41530
C 2.81168 -2.33345 -2.75870
H 3.52324 -2.26642 0.57768
H 4.67759 -3.92156 -0.44433
H 5.02607 -3.66688 -2.15152
H 3.57860 -4.58064 -1.60068
H 2.37872 -3.26419 -3.12641
H 2.09941 -1.51040 -2.70416
H 3.58855 -2.02280 -3.45954
C -0.28896 1.33593 -2.25888
O 0.30502 0.58658 -1.48862
N -1.49287 1.00953 -2.75735
C -2.17725 1.85329 -3.71267
C -2.27871 -0.10145 -2.26872
H 0.08540 2.28843 -2.64866
H -2.74774 1.24316 -4.41391
H -1.72603 2.69390 -4.23663
H -2.99332 2.39724 -3.21125
H -3.17816 0.33879 -1.82975
H -2.67976 -0.83238 -2.97695
H -1.79778 -0.74219 -1.53443
C -1.42477 -2.71096 0.53544
O -0.63585 -1.78360 0.52830
N -1.55662 -3.61117 -0.44570
C -2.49398 -4.71210 -0.38660
C -0.76887 -3.51202 -1.66614
H -2.11648 -2.92052 1.36504
H -2.95583 -4.74516 0.59802
H -1.94666 -5.64533 -0.53714
H -3.22919 -4.66717 -1.19123
H -0.34545 -4.46188 -1.98547
H -1.33802 -3.07766 -2.49299
H 0.02056 -2.77037 -1.53613
*
```

Output
electronic energy: -82776.576 eV
E_HOMO (spin up / spin down): -5.61 / -5.60 eV
LUMO level (spin up / spin down): -0.33 / -0.33 eV
gap between HOMO and LUMO (spin up / spin down): 5.29 / 5.27 eV